1.
C33H30BrN7O3RuSSi | ωB97M-V with the def2-TZVPD basis set

```
77
Properties=species:S:1:pos:R:3
Ru 0.0782 -0.1458 -0.1849
C 1.6099 3.7787 0.3310
C 1.1726 2.4661 -0.2235
N 0.2264 1.7298 0.3673
N -0.4542 2.1232 1.5008
C -1.2689 1.1784 1.8564
O -1.4795 0.0795 1.1803
C -2.0344 1.3532 3.1220
C -1.8956 2.5015 3.8974
C -2.5698 2.6170 5.1029
C -3.3897 1.5857 5.5473
C -3.5377 0.4444 4.7721
C -2.8623 0.3282 3.5631
C 1.7202 1.8832 -1.3768
C 2.7852 2.4318 -2.1296
C 3.2319 1.7898 -3.2476
C 2.6295 0.5717 -3.6456
C 1.6260 0.0596 -2.8628
N 1.1672 0.6768 -1.7726
H 1.0226 4.0088 1.2155
H 1.4805 4.5788 -0.4014
H 2.6663 3.7441 0.6114
H -1.2514 3.2943 3.5416
H -2.4492 3.5109 5.7032
H -3.9067 1.6717 6.4958
H -4.1760 -0.3627 5.1110
H -2.9598 -0.5575 2.9493
H 3.2426 3.3548 -1.7969
H 4.0522 2.2036 -3.8211
H 2.9468 0.0427 -4.5328
H 1.1595 -0.8874 -3.1024
Br -7.5781 -5.9834 -0.1269
C -5.7467 -6.3102 0.2386
C -5.0894 -7.3279 -0.4383
C -3.7642 -7.5874 -0.1457
C -3.0727 -6.8286 0.8082
C -3.7553 -5.7968 1.4694
C -5.0889 -5.5409 1.1840
N -1.7294 -7.1426 0.9982
N -1.0993 -6.4325 1.9045
C -0.6326 -5.1944 1.8313
C -0.1505 -4.5950 3.0280
C 0.2201 -3.2842 3.0851
C 0.1654 -2.4048 1.9645
O 0.4533 -1.1810 2.0630
C -0.2163 -3.0221 0.6982
N -0.2049 -2.2484 -0.4342
C -0.4985 -2.7804 -1.6036
C -0.7865 -4.1312 -1.7657
C -0.8134 -4.9324 -0.6537
C -0.5620 -4.3932 0.6170
H -5.6134 -7.9079 -1.1862
H -3.2269 -8.3778 -0.6558
H -3.2368 -5.1977 2.2049
H -5.6136 -4.7462 1.6965
H -0.1265 -5.2171 3.9142
H 0.5524 -2.8431 4.0173
H -0.5090 -2.1005 -2.4459
H -0.9855 -4.5259 -2.7517
H -1.0201 -5.9884 -0.7484
C 3.1593 -3.1862 0.1903
Si 3.2994 -1.3619 0.5767
C 3.7503 -1.1933 2.3771
C 4.7281 -0.6933 -0.4286
O 1.9507 -0.5625 0.1930
H 4.1173 -3.6921 0.3473
H 2.8599 -3.3416 -0.8520
H 2.4159 -3.6725 0.8286
H 4.5937 -1.8397 2.6404
H 2.8927 -1.4594 3.0002
H 4.0220 -0.1597 2.6138
H 5.6653 -1.1968 -0.1675
H 4.8564 0.3791 -0.2487
H 4.5493 -0.8309 -1.4997
S -3.7843 1.2737 -2.4952
C -2.4473 0.6813 -1.8166
N -1.4649 0.2352 -1.3569
```

## Properties
* net charge: -1
* relative energy (zero: lowest compared OMol25 entry of this formula, charge and spin): 1.5 kcal per mole
* expectation value of S²: 8.86
* spin multiplicity: 6

***

2.
C33H30Cl2N3O6S2Zr | ωB97M-V with the def2-TZVPD basis set

```
77
Properties=species:S:1:pos:R:3
Zr -2.0498 0.9990 -0.4100
C 3.5293 -4.7314 -2.5687
O 2.6958 -4.5219 -1.4357
C 3.1457 -3.6880 -0.4677
C 2.3539 -3.6081 0.6808
C 2.6977 -2.7603 1.7117
C 3.8565 -1.9874 1.6191
C 4.6811 -2.1297 0.5151
C 4.3223 -2.9505 -0.5461
N 4.3319 -1.1044 2.6475
N 3.5914 -0.2774 3.1956
C 2.2397 -0.0981 2.7470
C 1.2043 -0.3002 3.6146
C -0.1381 -0.1568 3.2037
C -0.4304 0.2102 1.9178
O -1.6788 0.3633 1.4429
C 0.6396 0.5301 1.0388
N 0.2904 0.9987 -0.1983
C 1.2406 1.3794 -1.0275
C 2.6002 1.3012 -0.7014
C 2.9682 0.8071 0.5210
C 1.9787 0.3980 1.4405
H 3.0118 -5.4535 -3.1924
H 4.4979 -5.1368 -2.2708
H 3.6750 -3.8043 -3.1280
H 1.4852 -4.2496 0.7541
H 2.0826 -2.7279 2.5998
H 5.6144 -1.5806 0.4897
H 4.9754 -3.0268 -1.4025
H 1.4240 -0.6141 4.6271
H -0.9483 -0.3471 3.8948
H 0.9260 1.7743 -1.9855
H 3.3359 1.6409 -1.4158
H 4.0129 0.7519 0.7970
Cl -1.5463 1.0218 -3.1331
C -2.5586 -0.3322 -3.6294
C -2.1476 -1.0725 -4.7182
C -2.9394 -2.1364 -5.1205
C -4.1013 -2.4341 -4.4256
C -4.4814 -1.6708 -3.3322
Cl -5.9277 -2.0967 -2.4922
C -3.7212 -0.5780 -2.8935
S -4.2340 0.4316 -1.5494
H -1.2387 -0.8138 -5.2434
H -2.6537 -2.7297 -5.9776
H -4.7273 -3.2628 -4.7253
C 0.1139 6.6830 4.4308
C -0.5598 5.9331 3.3180
C -0.2805 4.5859 3.0868
C -0.9057 3.8983 2.0642
C -1.8199 4.5676 1.2609
C -2.1204 5.9063 1.4684
C -1.4846 6.5768 2.4986
S -2.6181 3.7224 -0.0365
O -3.4556 4.6104 -0.7545
O -3.2864 2.5006 0.5387
O -1.5343 3.0415 -0.8577
H 0.8390 6.0600 4.9508
H -0.6210 7.0306 5.1582
H 0.6305 7.5626 4.0452
H 0.4330 4.0707 3.7177
H -0.6851 2.8502 1.9071
H -2.8355 6.4059 0.8303
H -1.7110 7.6218 2.6690
C -1.5000 -3.4354 -0.3011
C -0.6594 -3.2266 -1.5584
C -0.3385 -1.7515 -1.4694
O -1.5462 -1.1507 -0.9009
C -2.3792 -2.2029 -0.2985
H -0.8648 -3.4570 0.5865
H -2.0939 -4.3468 -0.3256
H -1.2534 -3.4304 -2.4524
H 0.2437 -3.8341 -1.5873
H -0.1509 -1.2726 -2.4281
H 0.4938 -1.5636 -0.7879
H -3.2583 -2.3230 -0.9303
H -2.6775 -1.8588 0.6894
```

## Properties
* net charge: +1
* relative energy (zero: lowest compared OMol25 entry of this formula, charge and spin): 1.8 kcal per mole

***

3.
C33H30MnN2O3 | ωB97M-V with the def2-TZVPD basis set

```
69
Properties=species:S:1:pos:R:3
Mn -0.2218 0.7982 0.1946
C 3.8103 0.1455 -0.9558
C 4.3701 -0.0896 0.2925
C 3.5667 -0.1076 1.4323
C 2.2043 0.1085 1.3160
C 1.6571 0.3579 0.0710
C 2.4390 0.3787 -1.0663
C 1.2368 0.0638 2.4506
C 1.5813 -0.1841 3.7883
C 0.6016 -0.2167 4.7336
C -0.7518 -0.0276 4.3701
C -1.8118 -0.0762 5.3082
C -3.1027 0.0812 4.8994
C -3.3838 0.2953 3.5289
C -2.3810 0.3579 2.6020
C -1.0393 0.1999 3.0156
N -0.0156 0.2581 2.1026
H 4.4369 0.1520 -1.8417
H 5.4367 -0.2612 0.3829
H 4.0188 -0.2894 2.4035
H 2.0105 0.5721 -2.0452
H 2.6164 -0.3425 4.0539
H 0.8495 -0.3961 5.7767
H -1.5757 -0.2386 6.3546
H -3.9143 0.0437 5.6201
H -4.4140 0.4118 3.2051
H -2.6175 0.5111 1.5581
C -7.3113 -4.2016 1.1360
C -5.8793 -3.9244 0.7338
C -4.8555 -3.9390 1.7008
C -3.4943 -3.7317 1.3816
C -3.1323 -3.5256 0.0927
C -4.1575 -3.4850 -0.9052
N -3.8421 -3.3592 -2.1892
C -2.5871 -2.9906 -2.7764
C -2.1834 -3.7389 -3.8708
C -0.9873 -3.4618 -4.5077
C -0.1881 -2.4305 -4.0445
C -0.6045 -1.6732 -2.9579
C -1.8086 -1.9254 -2.3127
C -2.3108 -0.9864 -1.2475
O -3.4740 -0.8514 -1.0137
O -1.3743 -0.2926 -0.5811
C -5.5496 -3.6438 -0.5743
C -6.6061 -3.4670 -1.6336
H -7.3553 -4.6178 2.1417
H -7.7836 -4.9131 0.4568
H -7.9169 -3.2889 1.1274
H -5.1287 -4.1260 2.7372
H -2.7402 -3.7736 2.1595
H -2.0875 -3.4581 -0.1957
H -4.5648 -3.6148 -2.8462
H -2.8033 -4.5662 -4.2074
H -0.6804 -4.0567 -5.3593
H 0.7511 -2.2077 -4.5352
H 0.0026 -0.8567 -2.6152
H -6.3273 -2.7007 -2.3583
H -7.5478 -3.1599 -1.1896
H -6.8041 -4.4031 -2.1734
C -1.1967 4.6974 0.5129
C 0.0273 3.8550 0.5658
C 1.3861 4.4235 0.6911
O -0.0703 2.6342 0.4926
H -0.9822 5.7555 0.6268
H -1.8839 4.3696 1.2953
H -1.6992 4.5240 -0.4420
H 1.3640 5.4649 0.9947
H 1.8691 4.3499 -0.2905
H 1.9819 3.8263 1.3828
```

## Properties
* DFT total energy: -75133.791 eV
* net charge: +2
* expectation value of S²: 0.99
* spin multiplicity: 2

***

Short version: maximum force = 1.25 0.21 3.21 eV/Å, in the order given.